Entry 1:
Formula: C16H27F4NO10S
Source: the Open Molecules 2025 dataset
Level of theory: the ωB97M-V functional and the def2-TZVPD basis

Each line ends with the Mulliken charge.
Positions of all 59 atoms, in Å:
N1 -0.545 0.082 5.689  -0.462
C1 -0.447 0.321 4.559  0.546
O1 -0.467 0.487 3.271  -0.185
C2 -0.010 -0.652 2.599  0.590
O2 1.117 -1.022 2.752  -0.454
O3 -0.907 -1.358 1.858  -0.199
C3 -1.228 -0.926 0.553  0.588
C4 -0.290 -1.414 -0.561  -1.496
C5 1.193 -1.084 -0.420  -0.875
O4 1.851 -2.282 0.043  -0.274
C6 3.126 -2.080 0.386  0.070
O5 3.576 -1.076 0.865  -0.571
C7 -2.639 -1.543 0.228  -1.232
C8 -3.141 -2.536 1.281  -0.728
C9 -3.811 -1.827 2.420  0.232
F1 -3.114 -1.087 3.306  -0.199
C10 -5.166 -1.839 2.563  0.184
F2 -5.901 -0.761 2.393  -0.179
F3 -5.873 -2.881 2.888  -0.203
S1 -1.469 0.879 0.363  1.483
O6 -2.393 1.275 1.360  -0.502
O7 -0.255 1.609 0.295  -0.640
F4 -2.218 1.013 -1.012  -0.223
H1 -0.633 -0.925 -1.476  0.645
H2 -0.427 -2.478 -0.737  0.520
H3 1.633 -0.815 -1.379  0.694
H4 1.383 -0.253 0.253  0.476
H5 3.776 -2.951 0.236  0.452
H6 -3.393 -0.766 0.118  0.522
H7 -2.579 -2.052 -0.730  0.527
H8 -2.407 -3.282 1.589  0.384
H9 -3.949 -3.095 0.806  0.413
C11 2.982 2.188 -2.557  -0.739
C12 2.920 2.054 -4.066  -0.297
O8 1.793 1.273 -4.465  -0.512
H10 3.042 1.202 -2.093  0.046
H11 3.847 2.774 -2.247  0.357
H12 2.078 2.671 -2.176  0.312
H13 3.810 1.553 -4.443  0.302
H14 2.854 3.039 -4.539  0.255
H15 1.004 1.720 -4.146  0.291
C13 -4.659 3.376 0.252  -0.660
C14 -6.050 3.982 0.249  -0.387
O9 -7.003 3.083 -0.316  -0.513
H16 -4.356 3.120 -0.765  0.241
H17 -3.929 4.068 0.674  0.328
H18 -4.641 2.453 0.835  0.151
H19 -6.072 4.891 -0.351  0.307
H20 -6.361 4.236 1.268  0.272
H21 -6.999 2.283 0.217  0.288
C15 6.807 -2.289 -1.484  -0.857
C16 7.231 -1.265 -0.445  -0.197
O10 6.244 -0.255 -0.284  -0.464
H22 6.629 -1.804 -2.444  0.234
H23 7.572 -3.057 -1.615  0.349
H24 5.874 -2.775 -1.189  0.175
H25 8.152 -0.770 -0.753  0.287
H26 7.408 -1.749 0.522  0.248
H27 5.427 -0.683 0.001  0.275

Electronic energy, Eh: -2230.43487
Net charge: 0
Spin multiplicity: 1
Lowest unoccupied orbital energy, eV: -0.37
SMILES string: N#COC(=O)O[C@@](CCOC=O)(CCC(F)=C(F)F)S(=O)(=O)F.CCO.CCO.CCO
Molar mass, g/mol: 501.4
HOMO-LUMO gap, eV: 8.41

Entry 2:
Formula: C4H12
Source: the Open Molecules 2025 dataset
Level of theory: the ωB97M-V functional and the def2-TZVPD basis

Each line ends with the Löwdin spin population.
Positions of all 16 atoms, in Å:
C1 1.796 -0.342 1.392  0.121
C2 0.669 -1.304 1.836  0.138
H1 2.341 -0.023 2.285  0.014
H2 1.332 0.522 0.945  0.028
H3 2.551 -0.851 0.775  0.017
H4 0.400 -1.206 2.890  0.019
H5 0.914 -2.345 1.624  0.016
H6 -0.273 -1.078 1.344  0.029
C3 -1.537 1.043 -1.011  0.271
C4 -0.847 0.571 -2.273  0.140
H7 -1.996 2.034 -1.098  0.050
H8 -0.918 1.147 -0.115  0.035
H9 -2.410 0.447 -0.727  0.053
H10 -1.584 0.435 -3.062  0.021
H11 -0.148 1.311 -2.662  0.023
H12 -0.289 -0.361 -2.144  0.025

Electronic energy, Eh: -159.51928
Net charge: -1
Spin multiplicity: 2
Lowest unoccupied orbital energy (alpha / beta), eV: 4.48 / 4.47
Expectation value of S²: 0.750
Molar mass, g/mol: 60.1
HOMO-LUMO gap (alpha / beta), eV: 2.90 / 12.20
Energy above the lowest of the compared OMol25 structures with the same formula, charge and spin, kJ/mol: 28.5

Entry 3:
Formula: C29H32FN4Pd
Source: the Open Molecules 2025 dataset
Level of theory: the ωB97M-V functional and the def2-TZVPD basis

Each line ends with the Löwdin spin population.
Positions of all 67 atoms, in Å:
Pd1 -1.139 -0.821 0.469  0.333
N1 -1.096 -2.376 3.397  0.006
C1 -2.166 -2.745 2.607  0.099
C2 -3.235 -3.389 3.230  0.000
C3 -4.314 -3.826 2.485  0.130
C4 -4.285 -3.576 1.099  0.032
C5 -3.212 -2.919 0.559  0.076
N2 -2.145 -2.493 1.272  0.100
C6 0.077 -1.711 3.105  0.039
C7 0.787 -1.184 4.192  0.006
C8 1.987 -0.544 3.989  0.027
C9 2.469 -0.464 2.674  0.028
C10 1.733 -1.041 1.665  0.012
N3 0.550 -1.649 1.827  0.058
H1 -1.281 -2.459 4.388  0.000
H2 -3.195 -3.559 4.299  -0.003
H3 -5.141 -4.344 2.952  0.011
H4 -5.097 -3.907 0.472  0.000
H5 -3.171 -2.728 -0.507  0.007
H6 0.378 -1.295 5.187  0.000
H7 2.545 -0.125 4.815  0.002
H8 3.396 0.038 2.446  0.002
H9 2.114 -1.034 0.654  0.000
C11 2.649 -1.798 -1.899  0.000
C12 2.325 -0.417 -2.477  0.000
C13 3.282 -0.096 -3.627  0.000
C14 2.342 0.648 -1.398  0.002
C15 3.528 1.251 -1.017  0.000
C16 3.552 2.245 -0.054  0.001
C17 2.365 2.666 0.518  0.000
C18 1.155 2.093 0.166  0.001
C19 -0.153 2.594 0.736  0.012
C20 -0.323 2.119 2.181  0.008
C21 -0.279 4.112 0.597  0.001
C22 1.139 1.027 -0.757  0.003
N4 -0.023 0.324 -1.031  0.025
C23 -0.662 0.543 -2.187  0.003
C24 -0.467 1.698 -2.985  0.003
C25 -1.203 1.925 -4.124  0.000
C26 -2.161 1.018 -4.554  0.004
C27 -2.341 -0.159 -3.834  0.000
C28 -1.603 -0.378 -2.701  0.004
F1 -1.758 -1.567 -2.013  0.006
H10 2.737 -2.531 -2.702  0.000
H11 1.851 -2.118 -1.232  0.000
H12 3.588 -1.773 -1.346  0.000
H13 1.316 -0.458 -2.895  0.000
H14 4.319 -0.206 -3.316  0.000
H15 3.127 0.921 -3.982  0.000
H16 3.102 -0.779 -4.457  0.000
H17 4.456 0.944 -1.478  0.000
H18 4.494 2.695 0.237  0.000
H19 2.393 3.470 1.242  0.000
H20 -0.968 2.136 0.158  0.016
H21 0.553 2.351 2.785  0.000
H22 -0.471 1.030 2.164  0.004
H23 -1.202 2.578 2.633  0.002
H24 0.465 4.639 1.192  0.000
H25 -1.267 4.433 0.922  0.001
H26 -0.150 4.402 -0.446  0.000
H27 0.270 2.420 -2.660  0.000
H28 -1.037 2.837 -4.684  0.000
H29 -2.756 1.223 -5.432  0.000
H30 -3.055 -0.903 -4.156  0.000
C29 -2.840 0.236 0.270  0.797
H31 -3.605 0.191 1.057  0.071
H32 -3.244 0.567 -0.688  0.068

Electronic energy, Eh: -1570.99271
Net charge: -1
Spin multiplicity: 3
Lowest unoccupied orbital energy (alpha / beta), eV: 2.87 / 2.85
Expectation value of S²: 2.029
Molar mass, g/mol: 562.0
HOMO-LUMO gap (alpha / beta), eV: 4.32 / 6.48
Energy above the lowest of the compared OMol25 structures with the same formula, charge and spin, kJ/mol: 46.3

Entry 4:
Formula: C2H7N2S
Source: the Open Molecules 2025 dataset
Level of theory: the ωB97M-V functional and the def2-TZVPD basis

Each line ends with the Mulliken charge.
Positions of all 12 atoms, in Å:
C1 -0.108 0.711 -1.232  0.312
C2 1.258 0.304 -1.192  -0.427
N1 -1.476 -0.001 1.256  -0.584
N2 -1.241 0.928 -1.296  -0.476
S1 1.358 -1.240 0.048  -0.233
H1 1.498 -0.018 -2.219  0.339
H2 1.882 1.065 -0.704  0.354
H3 -2.330 -0.130 1.863  0.402
H4 -0.914 0.878 1.397  0.366
H5 -1.756 -0.290 0.343  0.352
H6 -0.888 -0.892 1.653  0.392
H7 2.717 -1.315 0.084  0.204

Electronic energy, Eh: -587.80483
Net charge: +1
Spin multiplicity: 1
Lowest unoccupied orbital energy, eV: -4.01
Molar mass, g/mol: 91.2
HOMO-LUMO gap, eV: 10.05
Energy above the lowest of the compared OMol25 structures with the same formula, charge and spin, kJ/mol: 171.1

Entry 5:
Formula: C19H45I2InNOP3
Source: the Open Molecules 2025 dataset
Level of theory: the ωB97M-V functional and the def2-TZVPD basis

Each line ends with the Mulliken charge.
Positions of all 72 atoms, in Å:
I1 1.160 -4.189 -8.016  -0.023
I2 2.491 -5.900 -6.414  -0.004
In1 0.241 -1.109 -2.068  1.169
P1 2.283 0.099 -2.510  0.787
C1 3.334 -0.341 -3.869  -1.186
C2 1.861 1.828 -2.710  -1.047
H1 2.798 2.416 -2.718  0.448
H2 4.133 0.692 -1.128  0.514
H3 1.224 2.170 -1.885  -0.002
H4 2.680 0.274 -0.146  -0.104
H5 2.806 -0.241 -4.825  0.420
H6 1.324 1.993 -3.653  0.441
C3 3.278 0.000 -1.022  -1.104
H7 4.208 0.338 -3.865  0.438
H8 3.655 -1.021 -0.874  0.486
H9 3.686 -1.377 -3.777  0.425
P2 -1.783 -2.411 -1.836  0.662
C4 -2.156 -3.733 -2.957  -1.196
C5 -1.764 -3.106 -0.187  -0.835
H10 -3.010 -0.442 -1.188  0.054
H11 -4.078 -1.830 -1.583  0.497
H12 -3.308 -0.869 -2.890  0.403
C6 -3.167 -1.278 -1.879  -1.133
H13 -1.548 -2.332 0.552  -0.288
H14 -2.756 -3.553 0.016  0.526
H15 -3.116 -4.189 -2.649  0.427
H16 -1.373 -4.502 -2.936  0.436
H17 -0.995 -3.888 -0.101  0.491
H18 -2.250 -3.365 -3.987  0.431
C7 0.704 -2.333 -3.826  0.266
O1 0.961 -3.002 -4.768  -0.157
C8 1.078 2.775 2.952  -1.951
C9 1.458 1.836 1.784  1.734
C10 1.805 2.775 0.627  -1.313
C11 2.747 1.104 2.265  -1.812
P3 -0.039 0.496 1.243  0.899
N1 0.383 -0.495 0.142  -0.722
C12 -0.563 -0.376 3.043  1.946
C13 -1.352 0.549 3.995  -1.621
C14 -1.383 -1.660 2.883  -1.948
C15 0.718 -0.824 3.773  -1.722
C16 -1.673 1.561 0.619  2.207
C17 -1.855 2.923 1.311  -1.985
C18 -1.504 1.845 -0.880  -1.467
C19 -2.956 0.764 0.891  -1.914
H19 1.902 3.485 3.109  0.531
H20 0.980 2.247 3.896  0.343
H21 0.184 3.389 2.775  0.275
H22 2.530 3.526 0.963  0.600
H23 2.349 2.267 -0.204  -0.135
H24 0.950 3.321 0.222  0.330
H25 2.739 0.868 3.339  0.479
H26 2.992 0.164 1.775  0.318
H27 3.597 1.799 2.173  0.467
H28 -2.366 0.775 3.645  0.256
H29 -1.481 0.037 4.959  0.494
H30 -0.866 1.509 4.210  0.193
H31 -0.801 -2.444 2.409  0.380
H32 -1.636 -2.047 3.881  0.620
H33 -2.355 -1.495 2.400  0.253
H34 1.388 -1.386 3.125  0.339
H35 1.212 0.034 4.241  0.275
H36 0.445 -1.461 4.626  0.537
H37 -1.056 3.618 1.074  0.391
H38 -2.780 3.383 0.923  0.559
H39 -1.974 2.817 2.388  0.285
H40 -1.335 0.932 -1.471  -0.117
H41 -2.408 2.332 -1.269  0.521
H42 -0.673 2.534 -1.070  0.303
H43 -2.828 -0.312 0.736  0.027
H44 -3.322 0.872 1.922  0.369
H45 -3.773 1.161 0.270  0.539

Electronic energy, Eh: -2689.88115
Net charge: +2
Spin multiplicity: 1
Lowest unoccupied orbital energy, eV: -8.25
Molar mass, g/mol: 765.1
HOMO-LUMO gap, eV: 5.01
Energy above the lowest of the compared OMol25 structures with the same formula, charge and spin, kJ/mol: 0.0

Entry 6:
Formula: C5H11N5O2
Source: the Open Molecules 2025 dataset
Level of theory: the ωB97M-V functional and the def2-TZVPD basis

Each line ends with the Mulliken charge.
Positions of all 23 atoms, in Å:
H1 0.623 4.151 1.964  0.304
N1 0.029 3.654 1.299  -0.571
C1 0.229 2.477 1.124  0.503
N2 -0.302 1.564 0.294  -0.519
C2 -0.216 0.282 0.452  0.296
N3 -0.904 -0.593 -0.259  0.060
C3 -1.775 -0.141 -1.291  -0.803
C4 -0.966 -2.006 0.022  -0.792
N4 1.802 1.808 1.764  -0.024
C5 2.869 1.558 0.826  -0.821
N5 2.055 2.011 3.019  0.787
O1 1.088 1.947 3.792  -0.618
O2 3.237 1.947 3.362  -0.672
H2 0.295 -0.259 1.258  0.227
H3 -2.686 -0.862 -1.132  0.232
H4 -2.142 0.908 -1.217  0.341
H5 -1.376 -0.193 -2.244  0.281
H6 -0.267 -2.030 0.936  0.229
H7 -2.016 -2.356 0.123  0.341
H8 -0.409 -2.514 -0.768  0.349
H9 2.346 1.378 -0.182  0.349
H10 3.620 2.380 0.767  0.266
H11 3.531 0.734 1.140  0.254

Electronic energy, Eh: -621.17960
Net charge: 0
Spin multiplicity: 1
Lowest unoccupied orbital energy, eV: 0.39
SMILES string: [H]/N=C(/N=C/N(C)C)N(C)[N+](=O)[O-]
Molar mass, g/mol: 173.2
HOMO-LUMO gap, eV: 9.75
Energy above the lowest of the compared OMol25 structures with the same formula, charge and spin, kJ/mol: 684.5

Q: electronic energy of number 4 (C2H7N2S)?
A: -587.80483 Eh

Repeat the sixth record exactly.
Formula: C5H11N5O2
Source: the Open Molecules 2025 dataset
Level of theory: the ωB97M-V functional and the def2-TZVPD basis

Each line ends with the Mulliken charge.
Positions of all 23 atoms, in Å:
H1 0.623 4.151 1.964  0.304
N1 0.029 3.654 1.299  -0.571
C1 0.229 2.477 1.124  0.503
N2 -0.302 1.564 0.294  -0.519
C2 -0.216 0.282 0.452  0.296
N3 -0.904 -0.593 -0.259  0.060
C3 -1.775 -0.141 -1.291  -0.803
C4 -0.966 -2.006 0.022  -0.792
N4 1.802 1.808 1.764  -0.024
C5 2.869 1.558 0.826  -0.821
N5 2.055 2.011 3.019  0.787
O1 1.088 1.947 3.792  -0.618
O2 3.237 1.947 3.362  -0.672
H2 0.295 -0.259 1.258  0.227
H3 -2.686 -0.862 -1.132  0.232
H4 -2.142 0.908 -1.217  0.341
H5 -1.376 -0.193 -2.244  0.281
H6 -0.267 -2.030 0.936  0.229
H7 -2.016 -2.356 0.123  0.341
H8 -0.409 -2.514 -0.768  0.349
H9 2.346 1.378 -0.182  0.349
H10 3.620 2.380 0.767  0.266
H11 3.531 0.734 1.140  0.254

Electronic energy, Eh: -621.17960
Net charge: 0
Spin multiplicity: 1
Lowest unoccupied orbital energy, eV: 0.39
SMILES string: [H]/N=C(/N=C/N(C)C)N(C)[N+](=O)[O-]
Molar mass, g/mol: 173.2
HOMO-LUMO gap, eV: 9.75
Energy above the lowest of the compared OMol25 structures with the same formula, charge and spin, kJ/mol: 684.5

Copy entry 2 word for word.
Formula: C4H12
Source: the Open Molecules 2025 dataset
Level of theory: the ωB97M-V functional and the def2-TZVPD basis

Each line ends with the Löwdin spin population.
Positions of all 16 atoms, in Å:
C1 1.796 -0.342 1.392  0.121
C2 0.669 -1.304 1.836  0.138
H1 2.341 -0.023 2.285  0.014
H2 1.332 0.522 0.945  0.028
H3 2.551 -0.851 0.775  0.017
H4 0.400 -1.206 2.890  0.019
H5 0.914 -2.345 1.624  0.016
H6 -0.273 -1.078 1.344  0.029
C3 -1.537 1.043 -1.011  0.271
C4 -0.847 0.571 -2.273  0.140
H7 -1.996 2.034 -1.098  0.050
H8 -0.918 1.147 -0.115  0.035
H9 -2.410 0.447 -0.727  0.053
H10 -1.584 0.435 -3.062  0.021
H11 -0.148 1.311 -2.662  0.023
H12 -0.289 -0.361 -2.144  0.025

Electronic energy, Eh: -159.51928
Net charge: -1
Spin multiplicity: 2
Lowest unoccupied orbital energy (alpha / beta), eV: 4.48 / 4.47
Expectation value of S²: 0.750
Molar mass, g/mol: 60.1
HOMO-LUMO gap (alpha / beta), eV: 2.90 / 12.20
Energy above the lowest of the compared OMol25 structures with the same formula, charge and spin, kJ/mol: 28.5